Here is C16H12F2N4O2S in the gas phase from OMol25. Energies are from ωB97M-V with the def2-TZVPD basis set.

SMILES ... O=C(Nc1nnc(COc2ccccc2F)s1)Nc1ccccc1F
Maximum force ... 1.81 eV/Å
Multiplicity ... 1
Gap between HOMO and LUMO ... 9.42 eV
HOMO level ... -8.98 eV

Each line ends with the Mulliken charge.
Atoms and positions in Å:
O  -0.33520  1.55014  -4.50769  -0.640
C  -0.35552  1.41920  -3.30825  0.350
N  -1.07820  0.43827  -2.68680  -0.093
C  -1.67608  0.42659  -1.42399  -0.766
C  -1.91474  1.56751  -0.66252  -0.075
C  -2.54452  1.47078  0.56531  -0.781
C  -2.96823  0.24612  1.05002  -0.493
C  -2.75616  -0.90097  0.30355  -0.566
C  -2.11335  -0.79584  -0.91065  1.187
F  -1.91080  -1.91026  -1.65308  -0.378
H  -3.07639  -1.87168  0.64591  0.508
H  -3.47146  0.18434  2.00170  0.458
H  -2.71085  2.36709  1.14157  0.430
H  -1.61914  2.53498  -1.03537  0.501
H  -1.37810  -0.30191  -3.31045  0.230
N  0.37613  2.26834  -2.48248  -0.042
C  1.00394  1.96870  -1.30894  0.301
N  1.53287  2.87160  -0.55458  -0.577
N  2.16161  2.38027  0.50202  -0.494
C  2.13644  1.10342  0.58654  0.551
C  2.80665  0.30593  1.65318  -0.360
O  2.60451  -1.07948  1.51398  -0.422
C  1.42077  -1.66107  1.85657  0.123
C  0.28855  -1.05699  2.39742  0.977
C  -0.82814  -1.79545  2.74794  -0.532
C  -0.85296  -3.15970  2.53992  -0.508
C  0.25028  -3.77961  1.97531  -0.591
C  1.36645  -3.04138  1.64561  -0.641
H  2.23849  -3.50768  1.21614  0.421
H  0.24386  -4.84336  1.79663  0.408
H  -1.72419  -3.73248  2.81533  0.458
H  -1.66379  -1.27402  3.18574  0.506
F  0.22451  0.28562  2.60524  -0.389
H  3.89083  0.44056  1.55877  0.368
H  2.50760  0.68048  2.63899  0.289
S  1.27402  0.32421  -0.73125  -0.013
H  0.69513  3.11946  -2.92996  0.294

Atoms 1-2, force components in eV/Å:
O -0.03 0.02 -0.23
C 0.20 0.30 0.04

***

Here is an isolated ion of composition C19H28NO and charge +1 from OMol25. Energies are from ωB97M-V with the def2-TZVPD basis set.

SMILES ... CO[C@@H](c1ccc(C)cc1)[C@@H]1CCCCC1=[N+]1CCCC1
Relative energy (zero: lowest compared OMol25 entry of this formula, charge and spin) ... 119.8 kJ/mol
Maximum force ... 4.67 eV/Å
Total charge ... +1
Multiplicity ... 1
Gap between HOMO and LUMO ... 8.24 eV
HOMO level ... -11.63 eV

Each line ends with the Mulliken charge.
Atoms and positions in Å:
C  -2.84481  -0.93698  0.86961  -0.769
O  -1.82948  -0.25523  -0.00880  -0.380
C  -0.54104  -0.02312  0.51089  -0.175
C  -0.37042  -0.68733  1.90903  -0.667
C  -0.37594  0.22381  2.95947  -0.139
C  -0.44319  -0.21549  4.29618  -0.865
C  -0.42341  -1.58057  4.58601  0.953
C  -0.39239  -2.04111  6.00635  -1.393
C  -0.55674  -2.49068  3.52826  -0.760
C  -0.45684  -2.06582  2.20688  0.004
H  -2.85069  -2.05687  0.67458  0.274
H  -2.68925  -0.81385  1.99562  0.279
H  -3.85576  -0.50590  0.61483  0.338
H  -0.50559  1.03262  0.78054  0.522
H  -0.19469  1.27936  2.69579  0.362
H  -0.56308  0.51697  5.09512  0.392
H  -0.45176  -3.13040  6.08479  0.373
H  0.52175  -1.70442  6.51125  0.330
H  -1.23180  -1.61701  6.56703  0.327
H  -0.77681  -3.55118  3.73951  0.300
H  -0.35718  -2.77620  1.34817  0.407
C  3.39082  0.69959  -0.37302  -0.989
C  3.47631  0.32407  -1.83848  -1.050
C  2.19114  0.63986  -2.59935  -0.762
C  0.86104  0.66435  -1.85732  0.664
N  -0.13649  1.13873  -2.61058  -0.006
C  0.03378  1.29028  -4.07300  -0.596
C  -1.35628  1.59020  -4.64771  -0.644
C  -2.32011  1.73970  -3.44628  -0.567
C  -1.54059  1.22109  -2.20192  -0.395
C  0.77219  0.08299  -0.46898  0.963
C  2.11917  0.10416  0.30118  -0.743
H  4.28667  0.30723  0.13691  0.422
H  3.49196  1.79356  -0.23261  0.364
H  4.33080  0.78479  -2.32934  0.390
H  3.64102  -0.74249  -1.92318  0.348
H  2.39416  1.52495  -3.23278  0.414
H  2.11657  -0.10195  -3.38959  0.374
H  0.72778  2.09520  -4.36362  0.281
H  0.41208  0.35817  -4.52748  0.308
H  -1.34230  2.49798  -5.25757  0.327
H  -1.67871  0.76477  -5.30048  0.277
H  -2.57730  2.78669  -3.28895  0.304
H  -3.22985  1.16016  -3.57309  0.321
H  -1.91298  0.23060  -1.92825  0.282
H  -1.66912  1.86750  -1.31545  0.203
H  0.37450  -1.02997  -0.39559  0.087
H  2.31150  -0.94881  0.45610  0.379
H  2.02137  0.55602  1.30934  0.332

Atoms 1-2, force components in eV/Å:
C -0.25 -0.40 0.31
O -0.74 -1.63 0.68

***

Here is C2H8NO2PS in the gas phase from OMol25. Energies are from ωB97M-V with the def2-TZVPD basis set.

SMILES ... COP(O)NCS
Relative energy (zero: lowest compared OMol25 entry of this formula, charge and spin) ... 260.4 kJ/mol
Maximum force ... 4.17 eV/Å
Multiplicity ... 1
Gap between HOMO and LUMO ... 9.67 eV
HOMO level ... -8.88 eV

Each line ends with the Mulliken charge.
Atoms and positions in Å:
C  1.10418  0.65260  1.59163  -0.526
C  -1.99682  -0.47501  -1.51739  -0.615
N  1.34264  -0.44944  0.62265  -0.126
O  0.90569  0.94849  -1.53324  -0.471
O  -1.03769  -0.42949  -0.45737  -0.255
P  0.61412  -0.55124  -0.87161  0.040
S  0.66675  -0.16256  3.28406  -0.221
H  -0.36654  -0.89910  3.00353  0.122
H  1.93288  1.28212  1.62396  0.381
H  0.22895  1.29114  1.30329  0.309
H  -2.79261  -1.09052  -1.21112  0.258
H  -1.53874  -0.83626  -2.40274  0.300
H  -2.40486  0.56744  -1.72632  0.217
H  2.31703  -0.70796  0.74787  0.265
H  1.02502  0.85978  -2.45720  0.321

Atoms 1-2, force components in eV/Å:
C -3.55 -2.18 -0.20
C 0.61 2.52 0.45

***

Here is C9H12OSi in the gas phase from OMol25. Energies are from ωB97M-V with the def2-TZVPD basis set.

Relative energy (zero: lowest compared OMol25 entry of this formula, charge and spin) ... 0.0 kJ/mol
<S²> ... 2.03
Maximum force ... 5.42 eV/Å
Multiplicity ... 3
Gap between HOMO and LUMO (spin up / spin down) ... 6.41 / 6.95 eV
HOMO level (spin up / spin down) ... -5.74 / -8.94 eV

Each line ends with the Mulliken charge.
Atoms and positions in Å:
C  3.54467  0.44618  0.23762  -0.600
C  3.19693  -0.69558  -0.42227  -0.405
C  2.45786  1.27485  0.69018  -0.624
C  1.87305  -1.17572  -0.44070  -0.637
C  1.15432  0.87082  0.61070  -0.515
C  0.84587  -0.43157  0.15671  0.952
C  -0.49503  -1.03323  0.14792  0.100
C  -3.43027  -1.12134  0.42132  -1.030
C  -1.85994  1.34819  -1.04889  -0.873
O  -0.59172  -2.20928  -0.01523  -0.474
Si  -2.08457  0.23979  0.41126  0.436
H  4.61816  0.85308  0.18673  0.262
H  3.93621  -1.40419  -0.68695  0.352
H  2.71338  2.19438  1.03733  0.505
H  1.71185  -2.09376  -0.93716  0.403
H  0.39313  1.38852  1.12322  0.349
H  -2.79355  -2.02792  0.48849  0.314
H  -4.19750  -1.15666  1.12895  0.396
H  -3.77188  -1.19476  -0.69733  0.284
H  -0.93400  1.87113  -0.89721  0.319
H  -1.96233  0.83419  -2.04734  0.299
H  -2.62219  2.18326  -1.01136  0.325
H  -1.70244  1.03961  1.56403  -0.137

Atoms 1-2, force components in eV/Å:
C 0.24 2.36 -0.43
C -1.15 -1.17 1.04

***

Here is C40H34ClN11OSSn as an isolated structure from OMol25. Energies are from ωB97M-V with the def2-TZVPD basis set.

Relative energy (zero: lowest compared OMol25 entry of this formula, charge and spin) ... 26.1 kJ/mol
Maximum force ... 0.19 eV/Å
Multiplicity ... 1
Gap between HOMO and LUMO ... 7.00 eV
HOMO level ... -7.02 eV

Each line ends with the Mulliken charge.
Atoms and positions in Å:
Sn  -0.63189  0.78601  0.09893  1.656
Cl  3.98530  6.24508  1.98843  -0.260
C  2.66853  5.24927  1.42580  0.099
C  1.42528  5.32835  2.04986  -0.646
C  0.38578  4.53976  1.61168  -0.196
C  0.54096  3.62214  0.55113  0.372
O  -0.48121  2.89829  0.17868  -0.992
C  1.81261  3.57077  -0.07813  0.821
C  2.08894  2.71951  -1.22620  -0.784
N  1.37852  1.71416  -1.54287  0.391
C  1.72377  0.88563  -2.61267  -0.404
C  3.00353  0.43148  -2.81888  0.175
C  3.28619  -0.50919  -3.83185  -1.088
C  2.28787  -1.00143  -4.62034  -1.051
C  0.95557  -0.55752  -4.43650  1.731
C  -0.12371  -1.02865  -5.22054  -1.064
C  -1.37841  -0.54916  -4.98992  -0.465
C  -1.56031  0.41294  -3.97011  -0.677
N  -0.59209  0.87117  -3.22336  -0.382
C  0.66173  0.39524  -3.43704  -0.095
C  2.85133  4.40096  0.36211  -1.131
H  1.28496  6.01389  2.87543  0.438
H  -0.58571  4.59132  2.08395  0.369
H  2.96391  2.99419  -1.83058  0.531
H  3.79555  0.77005  -2.16185  0.598
H  4.30534  -0.84820  -3.96776  0.414
H  2.49677  -1.73353  -5.39098  0.416
H  0.06681  -1.75946  -5.99832  0.424
H  -2.22973  -0.87879  -5.57087  0.441
H  -2.55314  0.80371  -3.77212  0.668
H  3.81105  4.36447  -0.13976  0.444
C  -0.95249  -3.38617  -2.19101  -0.819
N  0.00757  -2.72798  -1.33275  0.349
C  0.60540  -3.48378  -0.25552  -0.849
C  0.31847  -2.95211  1.11913  0.170
N  -0.71033  -2.25726  1.49486  -0.450
C  -0.48620  -1.97839  2.84134  0.702
C  -1.26581  -1.26241  3.74643  -0.710
C  -0.77138  -1.08911  5.02436  -0.603
C  0.46811  -1.62075  5.41071  -0.683
C  1.24534  -2.35324  4.53177  -0.963
C  0.73990  -2.52078  3.24768  0.220
N  1.22832  -3.15996  2.12578  0.052
C  -2.24488  -2.62958  -2.29129  0.117
N  -2.56139  -1.58071  -1.59831  -0.014
C  -3.78978  -1.16653  -2.09986  0.455
C  -4.58003  -0.07822  -1.74023  -0.225
C  -5.76091  0.11538  -2.43323  -0.775
C  -6.15920  -0.75183  -3.46005  -0.362
C  -5.38719  -1.83928  -3.82817  -1.309
C  -4.19965  -2.02263  -3.13130  0.500
N  -3.18805  -2.96025  -3.23149  0.016
H  -0.56484  -3.47288  -3.21653  0.297
H  -1.14504  -4.40932  -1.84789  0.402
H  -0.35007  -1.82915  -1.02493  -0.526
H  0.29286  -4.53239  -0.31003  0.530
H  1.70083  -3.49887  -0.35776  0.342
H  -2.21193  -0.84306  3.43305  0.670
H  -1.34791  -0.52280  5.74404  0.405
H  0.82058  -1.46025  6.42180  0.404
H  2.19835  -2.77009  4.83227  0.446
H  2.12322  -3.60534  2.02733  0.316
H  -4.27443  0.58982  -0.94561  0.200
H  -6.39526  0.95385  -2.17781  0.427
H  -7.09182  -0.56639  -3.97666  0.390
H  -5.69830  -2.50764  -4.62075  0.407
H  -3.13266  -3.72104  -3.88443  0.222
C  1.54671  1.94819  4.15931  -2.029
C  1.12633  1.24436  2.90898  0.679
N  -0.07217  1.29100  2.44133  1.863
N  -0.95198  2.02369  3.17238  -1.578
C  -2.20180  1.98785  2.77404  0.253
N  -3.05601  2.70814  3.54799  -0.394
S  -2.91370  1.09941  1.47428  -0.669
C  2.10321  0.41057  2.17455  0.158
C  3.33959  0.06006  2.71304  -1.157
C  4.18920  -0.74137  1.96814  -1.002
C  3.79500  -1.16984  0.70981  -1.528
C  2.54701  -0.77519  0.25135  -0.485
N  1.73371  -0.01256  0.96596  1.526
H  0.91436  2.81781  4.30984  0.468
H  2.58823  2.26153  4.09666  0.529
H  1.42793  1.29321  5.02695  0.206
H  -2.65831  3.31790  4.24238  0.241
H  -3.97871  2.88860  3.19874  0.249
H  3.62777  0.39873  3.69704  0.492
H  5.15328  -1.02680  2.36983  0.440
H  4.43243  -1.78967  0.09343  0.550
H  2.18444  -1.07693  -0.72640  0.690

Atoms 1-2, force components in eV/Å:
Sn -0.09 -0.06 -0.09
Cl 0.01 0.01 0.00

***

Here is C21H23N3O5S in the gas phase from OMol25. Energies are from ωB97M-V with the def2-TZVPD basis set.

SMILES ... CCOC(=O)c1c(NC(=O)C(=O)N/N=C/c2ccccc2O)sc2c1CCCCC2
Relative energy (zero: lowest compared OMol25 entry of this formula, charge and spin) ... 174.0 kJ/mol
Maximum force ... 1.17 eV/Å
Multiplicity ... 1
Gap between HOMO and LUMO ... 7.81 eV
HOMO level ... -8.08 eV

Each line ends with the Mulliken charge.
Atoms and positions in Å:
C  -4.91838  -4.17891  0.56372  -1.146
C  -3.70038  -3.78344  -0.25193  -0.330
H  -3.75994  -4.18886  -1.26838  0.277
H  -2.77360  -4.13907  0.21023  0.352
O  -3.65422  -2.35881  -0.34240  -0.175
C  -2.45194  -1.78427  -0.41228  0.874
O  -1.41599  -2.42573  -0.41524  -0.817
C  -2.48526  -0.32299  -0.45986  -0.038
C  -1.29302  0.38256  -0.40732  0.034
N  -0.03554  -0.15393  -0.34684  -0.012
C  1.06709  0.61208  -0.28621  0.780
O  1.04720  1.83633  -0.27687  -0.794
C  2.35806  -0.19137  -0.23053  0.308
O  2.38506  -1.40208  -0.23849  -0.665
N  3.42763  0.63860  -0.17261  0.008
N  4.69196  0.18508  -0.11871  -0.799
C  5.66382  1.01270  -0.06326  0.110
C  7.03360  0.57603  -0.00644  0.919
C  8.05230  1.53506  0.05581  -0.665
C  9.37700  1.16792  0.11023  -0.667
C  9.71477  -0.18123  0.10293  -0.377
C  8.73289  -1.14558  0.04230  -0.575
C  7.38237  -0.79283  -0.01281  0.170
O  6.48174  -1.77665  -0.06958  -0.620
H  5.57577  -1.40231  -0.10401  0.535
H  8.97880  -2.19571  0.03576  0.414
H  10.75236  -0.47647  0.14492  0.370
H  10.14833  1.92087  0.15807  0.397
H  7.77924  2.58081  0.06077  0.326
H  5.48642  2.09454  -0.05767  0.302
H  3.23303  1.64514  -0.17262  0.323
H  0.02584  -1.17957  -0.35560  0.325
S  -1.51772  2.08713  -0.41370  -0.367
C  -3.24185  1.86955  -0.51099  0.914
C  -3.60766  0.55761  -0.53480  0.058
C  -5.05509  0.18806  -0.58975  -1.310
H  -5.17527  -0.85875  -0.85478  0.419
C  -5.72684  0.45848  0.76229  -0.650
C  -5.36102  1.82662  1.34664  -0.729
C  -5.41371  2.94741  0.30669  -0.734
H  -6.28515  2.79030  -0.33044  0.353
C  -4.13719  3.06382  -0.55766  -1.008
H  -4.42183  3.25390  -1.59789  0.262
H  -3.55099  3.92381  -0.22910  0.403
H  -5.56201  3.89838  0.82066  0.420
H  -6.06071  2.05290  2.15395  0.431
H  -4.36200  1.78966  1.78378  0.373
H  -5.43446  -0.31837  1.47107  0.291
H  -6.80898  0.39746  0.62851  0.346
H  -5.53521  0.79469  -1.36037  0.389
H  -5.82314  -3.79664  0.09830  0.279
H  -4.84645  -3.77232  1.56922  0.297
H  -4.97968  -5.26157  0.62326  0.417

Atoms 1-2, force components in eV/Å:
C 0.26 0.31 -0.23
C 0.13 -0.64 0.14